--- 1 ---
{
  "formula": "C7H14N2",
  "method": "the ωB97M-V functional and the def2-TZVPD basis",
  "homo_ev": -8.69,
  "charge": 0,
  "homo_lumo_gap_ev": 9.52,
  "smiles": "Cc1c[nH]cn1.CCC",
  "elements": ["H", "C", "H", "H", "N", "H", "H", "H", "H", "H", "H", "N", "C", "C", "C", "H", "C", "H", "C", "H", "C", "H", "H"],
  "coordinates": [[0.05, 2.14, 3.36], [-0.17, 1.98, 1.37], [-0.70, -1.95, -0.60], [0.50, -1.62, -2.85], [-0.14, 1.30, 0.16], [-0.19, 0.45, 2.86], [-0.09, -4.38, -0.87], [-2.36, 3.34, -0.36], [1.54, 1.35, 2.63], [0.33, -0.27, -1.68], [0.59, -1.78, 0.30], [-1.52, 2.96, -0.04], [0.42, 1.43, 2.61], [0.77, -1.19, -1.85], [-1.03, 3.09, 1.27], [0.84, -3.70, -2.05], [0.36, -2.20, -0.68], [-1.13, 1.96, -1.75], [0.73, -3.66, -0.95], [-1.39, 3.62, 2.08], [-0.91, 1.96, -0.66], [1.64, -3.82, -0.39], [1.85, -1.00, -1.89]]
}



--- 2 ---
{
  "formula": "C7H14N2",
  "method": "the ωB97M-V functional and the def2-TZVPD basis",
  "homo_ev": -6.28,
  "charge": 0,
  "homo_lumo_gap_ev": 7.10,
  "elements": ["H", "H", "H", "H", "H", "H", "H", "C", "N", "C", "C", "C", "C", "H", "H", "H", "H", "N", "H", "C", "C", "H", "H"],
  "coordinates": [[0.13, -0.70, -2.28], [-2.20, 0.25, 1.16], [-0.05, -0.31, 2.17], [-1.62, -1.62, -1.22], [2.51, 0.32, 0.68], [2.55, 1.12, -0.91], [-0.62, 3.19, 0.70], [-2.35, -0.46, 0.37], [0.14, -1.04, 0.24], [-0.22, 2.44, 0.01], [0.24, -1.23, 1.67], [2.16, 0.27, -0.35], [-1.42, -0.84, -0.50], [-0.35, 2.63, -1.06], [-0.13, 1.01, -2.31], [-0.47, -2.01, 1.96], [2.55, -0.64, -0.81], [0.19, 1.36, 0.49], [-3.33, -0.91, 0.35], [-0.19, 0.14, -1.66], [0.63, 0.28, -0.39], [1.26, -1.47, 1.96], [0.60, -1.79, -0.27]]
}



--- 3 ---
{
  "formula": "C7H14N2",
  "method": "the ωB97M-V functional and the def2-TZVPD basis",
  "homo_ev": [-6.45, -7.26],
  "charge": 0,
  "homo_lumo_gap_ev": [7.26, 8.07],
  "elements": ["H", "H", "H", "C", "C", "N", "H", "H", "C", "C", "H", "C", "N", "H", "H", "C", "C", "H", "H", "H", "H", "H", "H"],
  "coordinates": [[0.92, 0.04, 1.91], [-1.68, 1.97, 1.04], [-3.44, 1.50, 0.74], [-2.38, 1.26, 0.61], [0.31, 0.47, -0.62], [0.09, -0.65, 0.02], [-0.62, -0.84, 1.96], [2.36, -2.09, -0.78], [3.43, -0.25, -0.67], [-2.75, -0.89, -0.71], [1.04, 2.36, -0.80], [-1.98, 0.19, -0.04], [0.81, 1.62, -0.15], [-2.58, -1.85, -0.21], [3.39, 0.82, -0.49], [2.36, -1.02, -0.59], [0.35, -0.77, 1.45], [1.20, 1.67, 0.77], [4.42, -0.63, -0.93], [0.90, -1.70, 1.61], [-3.83, -0.68, -0.71], [-2.43, -1.01, -1.74], [0.09, 0.47, -1.68]]
}



--- 4 ---
{
  "formula": "C7H14N2",
  "method": "the ωB97M-V functional and the def2-TZVPD basis",
  "homo_ev": [-8.02, -7.53],
  "charge": 0,
  "homo_lumo_gap_ev": [7.86, 7.68],
  "elements": ["C", "C", "H", "C", "H", "H", "H", "H", "H", "H", "C", "H", "H", "H", "C", "H", "H", "C", "N", "N", "H", "C", "H"],
  "coordinates": [[0.98, -2.20, 0.29], [-1.23, 0.30, 0.14], [1.70, 0.96, -1.69], [0.68, 0.59, -1.58], [1.02, 2.74, 0.00], [-2.16, 0.13, -1.79], [0.05, 1.15, -2.26], [-0.22, 0.07, 2.58], [0.18, -2.12, -0.45], [0.10, 2.14, 1.48], [0.21, 0.75, -0.15], [1.84, -2.66, -0.20], [1.69, -0.86, 1.88], [-3.28, 0.32, -0.43], [-2.32, 0.64, -0.84], [0.62, -2.87, 1.07], [0.65, -0.45, -1.90], [0.45, 1.95, 0.48], [-0.58, -0.74, 2.07], [-1.48, -0.38, 1.19], [2.10, -0.34, 0.29], [1.33, -0.85, 0.86], [-2.35, 1.71, -1.03]]
}



Stability, descending: 1, 2, 4, 3



--- 1 ---
{
  "formula": "C7H14N2",
  "method": "the ωB97M-V functional and the def2-TZVPD basis",
  "homo_ev": -8.02,
  "charge": 0,
  "homo_lumo_gap_ev": 8.98,
  "smiles": "C=C(/C=C\\N)C(C)(C)N",
  "elements": ["C", "C", "H", "H", "H", "N", "C", "H", "H", "H", "H", "H", "H", "H", "H", "C", "N", "C", "H", "H", "C", "C", "H"],
  "coordinates": [[-1.07, 0.75, 0.98], [-0.97, -0.01, -0.31], [-2.14, 1.45, -1.39], [-1.22, 0.37, -2.44], [-2.87, -0.86, -0.08], [-1.92, -1.11, -0.31], [1.15, -1.13, 0.84], [-0.47, 1.66, 0.98], [1.90, 1.31, 0.40], [-2.10, 1.02, 1.21], [2.11, -0.59, 2.64], [2.03, -1.53, -1.69], [0.58, -0.82, -2.55], [-0.60, 0.15, 1.82], [-0.39, 1.66, -1.57], [1.09, -1.02, -1.61], [2.30, 0.95, 1.25], [1.72, -0.25, 1.68], [0.88, -2.11, 1.22], [-1.78, -1.73, -1.09], [0.55, -0.75, -0.43], [-1.19, 0.92, -1.51], [2.41, 1.66, 1.96]]
}



--- 2 ---
{
  "formula": "C7H14N2",
  "method": "the ωB97M-V functional and the def2-TZVPD basis",
  "homo_ev": [-8.13, -8.13],
  "charge": 0,
  "homo_lumo_gap_ev": [8.14, 8.14],
  "smiles": "[H]/N=C(\\C)C(=C)C.[H]/N=C\\C",
  "elements": ["H", "N", "H", "H", "H", "H", "H", "C", "H", "H", "H", "C", "H", "H", "H", "C", "N", "H", "C", "C", "C", "H", "C"],
  "coordinates": [[-1.03, 0.23, 1.97], [1.14, -1.64, -0.95], [1.62, 2.41, -0.12], [0.67, -1.44, 2.23], [-2.71, -2.08, -0.33], [-2.43, -0.86, 1.72], [-2.39, 0.68, 0.94], [-1.78, -1.65, -0.68], [1.45, 0.01, 1.60], [-0.24, 0.81, -2.05], [1.77, 2.14, -1.88], [1.29, -1.05, 1.43], [2.26, -1.56, 1.42], [2.12, 0.86, -0.68], [-0.44, 3.16, -0.44], [-1.09, -0.73, 0.02], [-0.94, 2.32, -0.75], [-1.36, -2.25, -1.48], [1.47, 1.70, -0.93], [-0.11, 1.37, -1.10], [0.59, -1.24, 0.12], [1.89, -1.04, -1.31], [-1.75, -0.15, 1.24]]
}



Stability, descending: 1, 2